No. 1
Computed, not measured: 2 unconnected molecules or ions with the total composition C5H14N in a non-equilibrium geometry, with ωB97M-V with the def2-TZVPD basis set.

```
20
Properties=species:S:1:pos:R:3:forces:R:3:mulliken_charge:R:1
C 1.5665 1.3446 -2.3675 1.036 -0.180 0.299 -0.4221
C 2.6573 0.8785 -1.7706 0.055 -0.285 0.053 -0.4480
H 1.6107 1.5023 -3.4353 -0.438 0.151 -0.022 0.2468
H 0.7046 1.6120 -1.7771 -0.305 0.077 -0.250 0.2169
H 3.5627 0.6237 -2.3058 -0.076 0.090 -0.242 0.2473
H 2.7360 0.6698 -0.7093 -0.209 0.206 0.079 0.2028
C -2.1728 -0.3589 0.1759 -0.345 0.357 -0.009 -1.3714
C -0.9707 -0.9092 0.8986 -0.018 -0.723 0.229 0.3843
C 0.3508 -0.6962 0.1910 -0.073 0.679 0.189 -1.4218
N -0.8941 -0.2094 2.2561 0.402 0.146 -0.137 -0.3604
H -3.0692 -0.3776 0.8005 0.058 0.048 0.074 0.4331
H -1.9853 0.6705 -0.1393 -0.082 -0.001 -0.055 0.3464
H -2.4327 -0.9431 -0.7034 0.296 -0.074 -0.066 0.3759
H -1.1437 -1.9563 1.1555 0.135 -0.008 -0.071 0.2605
H 0.5820 0.3750 0.2131 -0.035 -0.005 -0.152 0.3503
H 0.2699 -0.9627 -0.8585 0.074 -0.190 0.017 0.4967
H 1.2026 -1.1920 0.6536 -0.135 -0.301 -0.021 0.4005
H -1.6817 -0.4308 2.8593 -0.239 0.058 0.015 0.3488
H -0.0411 -0.4364 2.7652 0.126 -0.259 -0.001 0.3443
H -0.8518 0.7962 2.0980 -0.229 0.216 0.070 0.3689
```
Positions in Å, forces in eV/Å.

Summary:
- Charge: +1
- ΔE to the lowest compared entry with this formula, charge and spin: 1.064 eV
- Frontier orbital gap: 9.338 eV
- Lowest unoccupied orbital energy: -3.68 eV


No. 2
Computed, not measured: a molecular structure, C49H53BCdN8O3Si, with ωB97M-V with the def2-TZVPD basis set.

```
116
Properties=species:S:1:pos:R:3:forces:R:3:mulliken_charge:R:1
Cd -0.2402 -0.2832 0.8398 0.192 -0.155 -0.226 5.3597
C -3.0659 1.7987 2.0314 0.006 -0.021 -0.036 -0.9831
C -3.4063 1.0827 3.3312 0.000 0.015 0.006 0.5043
C -4.4830 0.0194 3.0852 0.001 0.013 -0.014 -1.3674
C -2.2096 0.4753 4.0124 -0.014 0.021 -0.045 0.0803
C -2.0112 0.4004 5.4029 -0.012 -0.030 0.003 -1.6473
C -0.8376 -0.3053 5.5420 0.007 -0.014 0.031 -0.3254
N -0.3892 -0.6186 4.3161 0.010 0.107 -0.019 0.1961
N -1.2179 -0.1331 3.3698 -0.001 -0.126 0.033 0.2230
B 0.9053 -1.4030 4.0201 -0.031 0.017 0.021 -0.9678
N 0.6357 -2.7126 3.2567 0.013 -0.051 0.021 -0.1501
C 0.5885 -3.9513 3.7778 0.029 0.002 -0.007 -0.5879
C 0.4394 -4.8493 2.7420 -0.028 -0.022 -0.008 -1.4026
C 0.4066 -4.0422 1.5860 -0.003 0.015 0.025 -0.6342
N 0.5162 -2.7642 1.9166 -0.017 0.010 -0.030 0.5702
C 0.3638 -4.4471 0.1439 -0.014 -0.004 -0.024 3.3553
C 1.7374 -4.9649 -0.2891 -0.003 0.015 -0.010 -1.5962
C -0.7213 -5.4828 -0.1373 0.007 -0.003 -0.003 -1.6171
N 1.9474 -0.5548 3.2673 0.031 0.068 0.016 0.4618
C 3.0044 0.0307 3.8461 0.046 -0.039 -0.008 -0.6652
C 3.7176 0.7055 2.8794 0.037 -0.057 -0.011 -1.2890
C 2.9974 0.4788 1.6971 -0.038 0.017 -0.044 -0.8336
N 1.9293 -0.2714 1.9457 -0.124 0.044 0.125 0.0300
C 3.3253 0.9050 0.2962 0.013 0.035 0.017 4.1207
C 3.7475 -0.3090 -0.5300 0.012 -0.004 0.012 -1.2891
C 4.4133 1.9731 0.2798 -0.002 0.028 0.024 -2.3739
H -3.9453 2.3204 1.6421 -0.006 -0.013 -0.012 0.7389
H -2.2621 2.5190 2.1619 0.047 0.054 0.033 -0.5034
H -2.7419 1.0804 1.2805 0.008 0.024 0.022 -0.2073
H -3.8123 1.8183 4.0367 0.012 -0.006 0.008 0.4373
H -4.1110 -0.7301 2.3846 -0.014 0.010 0.009 0.0993
H -4.7597 -0.4869 4.0129 0.003 0.000 0.008 0.4289
H -5.3805 0.4723 2.6534 -0.002 0.007 0.006 0.4193
H -2.6343 0.8140 6.1791 -0.005 -0.003 0.003 0.4519
H -0.2846 -0.6064 6.4164 0.004 0.009 0.002 0.4684
H 1.3746 -1.6933 5.0986 0.004 0.012 0.006 -0.2777
H 0.6793 -4.1003 4.8417 0.003 -0.002 0.003 0.4772
H 0.3765 -5.9232 2.8077 -0.002 -0.003 0.002 0.4455
H 0.1440 -3.5395 -0.4262 -0.001 0.000 0.001 -1.6416
H 2.0019 -5.8627 0.2799 -0.003 0.002 0.006 0.3766
H 1.7432 -5.2103 -1.3520 0.010 0.001 -0.037 0.4209
H 2.5046 -4.2105 -0.1094 -0.003 0.011 0.000 0.3091
H -0.5361 -6.4021 0.4280 -0.002 -0.003 -0.001 0.3270
H -1.7071 -5.1033 0.1347 0.000 0.009 -0.003 0.2928
H -0.7304 -5.7371 -1.1999 -0.004 -0.004 -0.005 0.3853
H 3.1736 -0.0812 4.9041 -0.003 0.005 0.004 0.4455
H 4.6186 1.2799 3.0083 -0.001 0.010 0.003 0.4555
H 2.4150 1.3317 -0.1342 -0.036 -0.019 -0.018 -1.6952
H 4.6465 -0.7665 -0.1037 0.005 0.005 -0.002 0.2910
H 2.9530 -1.0549 -0.5492 -0.015 -0.002 0.007 -0.2658
H 3.9665 -0.0140 -1.5605 0.006 0.003 -0.009 0.5473
H 5.3524 1.5765 0.6793 0.002 -0.006 -0.009 0.4157
H 4.6005 2.3031 -0.7453 0.002 -0.001 -0.011 0.3943
H 4.1224 2.8427 0.8696 -0.004 -0.012 -0.005 0.4895
C -1.2753 4.7005 -3.0078 0.016 0.026 -0.007 -0.8068
C -0.1761 3.9402 -2.6308 0.001 -0.019 -0.017 -0.6556
C -0.3480 2.7377 -1.9669 -0.003 0.001 -0.018 1.4362
C -1.6331 2.2687 -1.7284 -0.021 -0.065 -0.057 -1.4787
C -2.7398 3.0304 -2.0858 0.021 0.014 -0.045 -0.2010
C -2.5568 4.2499 -2.7206 -0.014 -0.008 0.018 -0.7396
N -1.7610 1.0065 -1.0791 -0.203 0.065 0.054 1.7462
N -2.8079 0.4014 -1.3562 0.106 0.010 0.028 -0.9091
C -3.0241 -0.8107 -0.6214 -0.026 0.048 -0.021 0.9140
C -4.2221 -1.4383 -0.9659 -0.001 -0.005 0.015 -0.2996
C -4.6210 -2.5780 -0.2923 -0.006 -0.008 0.001 -0.8857
C -3.8098 -3.0673 0.7269 0.011 -0.025 -0.014 -0.5790
C -2.6159 -2.4294 1.0430 0.051 -0.019 -0.033 -0.5330
C -2.1678 -1.2813 0.3796 -0.058 0.036 0.011 -0.6041
H -1.1331 5.6490 -3.5132 -0.001 -0.002 -0.001 0.3916
H 0.8256 4.2814 -2.8668 -0.001 0.012 0.007 0.4185
H 0.4915 2.1433 -1.6366 -0.002 -0.002 0.016 -0.2817
H -3.7283 2.6550 -1.8580 0.003 -0.003 0.001 0.4526
H -3.4177 4.8510 -2.9903 0.003 0.003 -0.003 0.3550
H -4.8236 -1.0077 -1.7589 0.004 0.005 -0.004 0.4247
H -5.5505 -3.0742 -0.5484 -0.001 0.003 0.004 0.3254
H -4.1141 -3.9490 1.2834 0.004 0.000 0.003 0.3968
H -2.0174 -2.8349 1.8522 0.004 -0.010 0.007 0.1933
C 2.6119 -4.8623 -4.1755 -0.009 -0.008 -0.003 -0.4466
C 1.2249 -4.8461 -4.0974 0.008 -0.007 0.003 -0.7067
C 0.5683 -3.7540 -3.5446 -0.004 0.006 0.005 -0.2566
C 1.2567 -2.6400 -3.0438 -0.061 -0.035 -0.003 0.3489
C 2.6532 -2.6944 -3.1250 0.028 0.007 0.010 0.0330
C 3.3229 -3.7750 -3.6854 0.004 0.003 0.010 -0.7099
Si 0.2958 -1.1499 -2.2582 0.079 -0.001 0.112 0.6373
C 0.4968 0.1065 -3.7104 -0.014 0.032 -0.008 0.1182
C 1.7222 0.7083 -4.0222 -0.008 -0.008 0.013 0.0813
C 1.8415 1.6804 -5.0064 0.015 -0.007 -0.018 -0.7037
C 0.7222 2.0981 -5.7163 0.006 -0.004 0.009 -0.5297
C -0.5076 1.5214 -5.4291 0.006 0.036 0.007 -0.5457
C -0.6108 0.5433 -4.4488 -0.008 -0.015 0.005 -0.1552
H 3.1307 -5.7121 -4.6049 -0.001 -0.002 -0.002 0.3120
H 0.6508 -5.6885 -4.4698 0.002 -0.001 -0.002 0.3416
H -0.5159 -3.7565 -3.5021 -0.005 0.001 0.004 0.3390
H 3.2417 -1.8730 -2.7308 -0.010 -0.007 -0.013 0.0826
H 4.4071 -3.7719 -3.7281 0.001 -0.004 -0.002 0.3685
H -1.0895 -1.6302 -2.6410 0.012 0.001 0.067 -0.6693
H 2.6118 0.4158 -3.4720 0.011 0.004 0.024 0.1178
H 2.8119 2.1198 -5.2155 -0.001 0.002 -0.002 0.3741
H 0.8070 2.8677 -6.4754 -0.001 0.001 0.001 0.3474
H -1.3957 1.8442 -5.9622 0.000 0.001 -0.004 0.3758
H -1.5828 0.1104 -4.2367 -0.002 0.003 0.011 0.3257
O 1.9965 4.0390 -0.1069 -0.017 -0.009 -0.041 -0.1272
C 1.0417 4.7976 0.5103 0.000 -0.020 0.019 0.8875
C 0.8461 6.1277 0.1576 -0.004 0.002 0.002 -0.8207
C -0.0965 6.8964 0.8251 -0.003 0.010 -0.001 -0.5503
C -0.8247 6.3411 1.8655 0.002 0.005 0.003 -0.8615
C -0.6093 5.0135 2.2153 -0.005 0.001 -0.011 -0.5308
C 0.2978 4.2140 1.5340 0.007 -0.018 0.021 0.0253
C 0.4143 2.7354 1.9120 0.035 -0.030 -0.020 -0.6949
O 0.6355 2.4712 3.0920 -0.031 0.005 0.022 -0.7193
O 0.2096 1.9505 0.9358 -0.043 0.042 -0.028 -0.7021
H 2.3126 4.5103 -0.8840 0.005 0.001 0.005 0.3271
H 1.4334 6.5567 -0.6490 0.000 0.001 -0.004 0.3296
H -0.2531 7.9277 0.5313 0.000 0.000 0.000 0.3453
H -1.5570 6.9337 2.4002 -0.002 0.003 -0.001 0.3772
H -1.1561 4.5664 3.0368 -0.002 -0.017 -0.001 0.4567
```
Positions in Å, forces in eV/Å.

Summary:
- Charge: -2
- ΔE to the lowest compared entry with this formula, charge and spin: 0.000 eV
- Frontier orbital gap: 5.597 eV
- Lowest unoccupied orbital energy: 4.29 eV